Molecular formula: C26H80N4O12
Method: DFT, wB97M-V/def2-TZVPD

## Properties
SMILES	COC[C@H](C)N.COC[C@H](C)N.COC[C@H](C)N.COC[C@H](C)N.CCO.CCO.CCO.CCO.CCO.O.O.O
LUMO level	0.5	eV
energy above the lowest of the compared OMol25 structures with the same formula, charge and spin	0.00	kJ/mol
highest occupied orbital energy	-9.20	eV
total energy	-58785.424	eV

Last column: Löwdin charge in e.
Positions of all 122 atoms, in Å:
C  -0.95  -11.33  27.91  -0.10
O  -1.90  -10.40  28.39  -0.20
C  -2.97  -10.15  27.49  -0.21
C  -3.97  -9.23  28.18  -0.40
C  -5.27  -9.19  27.35  -0.05
N  -3.35  -7.88  28.20  0.05
H  -0.93  -11.40  26.82  0.08
H  -1.20  -12.33  28.28  0.09
H  0.00  -11.10  28.38  0.09
H  -2.66  -9.64  26.57  0.12
H  -3.39  -11.14  27.29  0.13
H  -4.24  -9.57  29.17  0.14
H  -5.63  -10.20  27.16  0.08
H  -5.01  -8.73  26.39  0.07
H  -6.01  -8.59  27.89  0.07
H  -2.37  -8.01  27.99  0.06
H  -3.38  -7.43  29.11  0.09
C  3.16  -1.84  31.28  -0.12
O  2.75  -3.09  30.77  -0.18
C  3.33  -3.37  29.51  -0.23
C  2.56  -4.50  28.88  -0.42
C  2.43  -5.75  29.78  -0.06
N  3.13  -4.88  27.56  0.04
H  2.85  -1.78  32.32  0.09
H  2.58  -1.03  30.81  0.09
H  4.23  -1.66  31.17  0.09
H  3.40  -2.53  28.81  0.11
H  4.40  -3.58  29.69  0.13
H  1.55  -4.12  28.72  0.13
H  3.36  -5.76  30.36  0.08
H  2.25  -6.69  29.27  0.06
H  1.61  -5.59  30.48  0.08
H  3.85  -5.59  27.63  0.07
H  2.38  -5.46  27.19  0.05
C  -9.43  2.53  27.31  -0.10
O  -8.24  1.80  27.07  -0.20
C  -8.15  1.11  25.84  -0.21
C  -6.68  0.79  25.62  -0.38
C  -6.46  0.25  24.20  -0.07
N  -6.23  -0.32  26.50  0.02
H  -10.19  2.11  26.65  0.08
H  -9.32  3.60  27.12  0.09
H  -9.74  2.39  28.34  0.08
H  -8.71  0.18  25.94  0.13
H  -8.50  1.75  25.02  0.13
H  -6.07  1.68  25.74  0.14
H  -5.41  0.30  23.88  0.06
H  -7.00  0.78  23.42  0.08
H  -6.64  -0.82  24.03  0.07
H  -6.78  -1.16  26.37  0.08
H  -6.52  -0.01  27.44  0.08
C  -2.82  -1.61  23.92  -0.08
O  -1.81  -2.01  24.82  -0.17
C  -2.29  -3.03  25.67  -0.21
C  -1.19  -3.95  26.15  -0.38
C  -0.37  -4.53  25.00  -0.03
N  -1.75  -5.09  26.89  0.05
H  -2.79  -2.24  23.03  0.08
H  -2.54  -0.65  23.50  0.07
H  -3.83  -1.51  24.31  0.09
H  -2.96  -2.65  26.45  0.11
H  -3.03  -3.69  25.17  0.12
H  -0.55  -3.32  26.77  0.13
H  -0.97  -5.16  24.34  0.07
H  0.55  -5.05  25.24  0.08
H  -0.07  -3.66  24.40  0.07
H  -2.14  -5.76  26.23  0.06
H  -2.54  -4.85  27.48  0.08
C  -2.09  3.72  24.40  -0.08
C  -2.24  3.20  22.97  -0.30
O  -2.75  1.86  22.95  -0.11
H  -1.76  4.76  24.33  0.07
H  -1.45  3.06  24.98  0.06
H  -3.08  3.76  24.84  0.07
H  -1.32  3.24  22.38  0.11
H  -3.06  3.74  22.50  0.11
H  -2.13  1.23  23.33  0.04
C  0.14  0.09  26.36  -0.07
C  1.34  -0.71  25.81  -0.30
O  2.56  0.01  26.01  -0.09
H  -0.57  -0.63  26.76  0.06
H  -0.33  0.67  25.56  0.05
H  0.42  0.81  27.13  0.07
H  1.15  -0.81  24.75  0.10
H  1.45  -1.64  26.36  0.10
H  2.99  -0.20  26.84  0.07
C  -3.55  -6.84  23.81  -0.08
C  -2.26  -7.62  23.88  -0.33
O  -2.52  -8.97  23.51  -0.08
H  -3.34  -5.77  23.83  0.04
H  -4.31  -7.15  24.52  0.07
H  -4.01  -6.95  22.82  0.08
H  -1.88  -7.50  24.91  0.09
H  -1.46  -7.29  23.20  0.11
H  -1.75  -9.50  23.76  0.08
C  2.01  -4.00  22.25  -0.09
C  3.13  -3.23  22.92  -0.33
O  4.07  -4.08  23.55  -0.07
H  1.46  -4.77  22.79  0.06
H  2.44  -4.48  21.37  0.07
H  1.38  -3.22  21.80  0.08
H  2.71  -2.56  23.69  0.09
H  3.56  -2.49  22.23  0.11
H  4.35  -3.66  24.37  0.08
C  -3.42  -4.22  21.12  -0.10
C  -4.75  -3.49  21.28  -0.32
O  -5.54  -4.21  22.21  -0.08
H  -3.02  -4.47  22.10  0.05
H  -2.66  -3.83  20.45  0.08
H  -3.57  -5.16  20.57  0.08
H  -5.27  -3.54  20.31  0.11
H  -4.53  -2.46  21.57  0.09
H  -6.45  -3.92  22.09  0.08
O  -4.74  -5.51  27.07  -0.08
H  -5.41  -5.62  27.75  0.05
H  -4.06  -6.18  27.26  -0.02
O  -4.82  -2.46  27.93  -0.09
H  -4.91  -1.65  27.39  -0.01
H  -5.06  -3.18  27.34  0.00
O  0.25  -6.81  27.77  -0.11
H  0.09  -7.02  28.70  0.02
H  -0.42  -6.10  27.55  0.00